Entry 1:
ORCA calculation (ωB97M-V/def2-TZVPD) on a cluster of 5 separate species, C5H21NO5 in total at a distorted geometry.

Positions of all 32 atoms, in Å:
1 C 0.99507 0.36747 -1.51543
2 C 1.04964 1.89968 -1.59910
3 O 0.90758 2.49155 -0.31732
4 C -0.35330 -0.12445 -0.97441
5 N -0.25055 -1.55973 -0.63624
6 C -0.23246 -2.40716 -1.85754
7 C -1.38244 -1.95285 0.23329
8 H 1.79927 -0.05169 -0.89472
9 H 1.18700 -0.03750 -2.49864
10 H 0.28739 2.35778 -2.29452
11 H 1.99448 2.25634 -1.96353
12 H -0.03019 2.50719 -0.02843
13 H -0.57281 0.44839 -0.02929
14 H -1.18232 0.11667 -1.66990
15 H -0.16825 -3.45102 -1.56361
16 H -1.09786 -2.26720 -2.48910
17 H 0.63550 -2.10697 -2.50632
18 H -2.39904 -1.75456 -0.15452
19 H -1.34360 -2.98324 0.44965
20 H -1.29211 -1.40693 1.19359
21 H 1.05697 -1.85933 0.70377
22 H 1.53954 -2.33658 2.12836
23 O 1.75362 -1.73168 1.37869
24 H -1.52383 2.00182 1.38046
25 H -1.96379 3.35462 0.76018
26 O -1.63796 2.52195 0.53895
27 H -0.10785 0.87978 2.58154
28 H -1.04590 1.59253 3.63556
29 O -1.07826 1.15024 2.79188
30 H 1.57232 -0.13104 1.86871
31 H 1.45841 1.37894 1.26600
32 O 1.42572 0.83699 2.08200

Computed properties:
Total charge: 0
Structure (SMILES): CN(C)CCCO.O.O.O.O
Highest occupied orbital energy (eV): -9.438

---

Entry 2:
ORCA calculation (ωB97M-V/def2-TZVPD) on a cluster of 2 separate species, C10H16N2O6P in total at a distorted geometry.

Positions of all 35 atoms, in Å:
1 C 3.14722 -2.42077 0.76119
2 C 2.39713 -1.01272 1.15592
3 P 0.67716 -0.78143 0.30493
4 C 0.86169 -1.56550 -1.42767
5 C 0.43297 1.11100 0.22762
6 C -0.83477 1.84222 0.49677
7 C -2.34305 1.34331 0.90142
8 C -2.78997 -0.10360 0.27345
9 C -2.96307 -1.13928 1.55670
10 N -4.42479 -1.03784 2.01465
11 C -0.44789 3.42608 0.32519
12 O -1.27876 4.31453 0.87603
13 O 0.82523 3.56452 -0.39894
14 C 1.53371 2.28746 -0.14934
15 O 2.86223 2.24495 -0.28028
16 H 2.37536 -3.26943 0.52958
17 H 3.87645 -2.67079 1.66567
18 H 3.84033 -2.22712 -0.17902
19 H 3.08613 -0.14060 0.75815
20 H 2.29647 -0.84587 2.32467
21 H 1.75220 -1.14031 -2.05891
22 H -0.17299 -1.49477 -2.00440
23 H 1.05078 -2.72476 -1.25464
24 H -2.50344 1.41317 2.08217
25 H -3.09583 2.15138 0.45046
26 H -2.07923 -0.50219 -0.56640
27 H -3.87434 -0.04131 -0.22194
28 H -2.30999 -0.73457 2.43954
29 H -2.62579 -2.23702 1.33081
30 H -4.99342 -1.61647 1.35308
31 H -4.70404 -0.04142 1.79577
32 N 2.60662 1.01230 -3.77055
33 O 1.38173 1.21625 -3.80506
34 O 3.04247 -0.08982 -3.39873
35 O 3.39549 1.91044 -4.10792

Computed properties:
Total charge: -1
Highest occupied orbital energy (eV): -4.513

---

Entry 3:
ORCA calculation (ωB97M-V/def2-TZVPD) on a structure of composition C2H8N5O3 at a distorted geometry.

Positions of all 18 atoms, in Å:
1 C 0.88811 1.13885 0.41520
2 C -0.87549 -0.94739 -1.10219
3 N 1.34661 2.38936 0.32685
4 N 1.73007 0.14280 0.32277
5 N -0.78267 -0.47257 0.78996
6 N -1.45865 -2.16420 -1.11814
7 N -0.40965 0.88728 0.58393
8 O -0.51830 -0.18765 -1.94471
9 O -1.67885 -2.89489 -0.06169
10 O -1.71394 -2.86758 -2.28366
11 H 2.29210 2.45679 -0.10653
12 H 0.95384 3.29606 0.59855
13 H 2.71217 0.40190 0.28776
14 H 1.35418 -0.73437 0.19818
15 H -1.73235 -0.31632 1.05891
16 H -1.07440 1.65828 0.69395
17 H -0.97469 -3.64081 0.02612
18 H -2.68142 -3.00735 -2.52854

Computed properties:
Total charge: +1
Highest occupied orbital energy (eV): -13.222

---

Entry 4:
ORCA calculation (ωB97M-V/def2-TZVPD) on a structure of composition C4H12N2O2 at a distorted geometry.

Positions of all 20 atoms, in Å:
1 C 0.17688 -0.84568 -0.70670
2 C 0.53352 -1.72334 -1.88667
3 C -0.02140 -3.17180 -1.65495
4 N 0.77895 0.50779 -0.71498
5 H -0.90055 -0.67666 -0.60980
6 H 0.54118 -1.27093 0.27404
7 H 1.63432 -1.73407 -2.00612
8 H 0.13155 -1.29081 -2.82649
9 H 0.45100 -3.61432 -0.77301
10 H -1.13504 -3.14130 -1.50777
11 H 0.24630 -3.79939 -2.50799
12 H 1.74965 0.42682 -1.03272
13 H 0.25089 1.15957 -1.28833
14 H 0.71312 0.83450 0.53641
15 N 0.78596 1.68576 1.77158
16 C -0.56800 1.37479 1.27103
17 O -1.12260 2.25022 0.58142
18 O -1.01915 0.24512 1.63661
19 H 0.94224 2.69566 1.74883
20 H 0.82898 1.28954 2.71622

Computed properties:
Total charge: +1
Highest occupied orbital energy (spin up / spin down) (eV): -15.649 / -15.631
Expectation value of S²: 0.761
Multiplicity: 2

---

Entry 5:
ORCA calculation (ωB97M-V/def2-TZVPD) on a structure of composition C15H17CuN7O7.

Positions of all 47 atoms, in Å:
1 Cu 1.31817 -2.04351 0.51041
2 N 1.90849 -1.78046 2.43737
3 C 0.72852 -1.49558 3.27618
4 C -0.27356 -2.64742 3.30238
5 C -1.23459 -2.80472 2.10560
6 C -0.90812 -3.88860 1.07222
7 N -0.12164 -3.37113 -0.06277
8 H 2.38973 -2.59886 2.79520
9 H 2.57519 -1.01417 2.48590
10 H 0.25141 -0.60057 2.87340
11 H 1.03694 -1.27574 4.30323
12 H -0.88121 -2.49410 4.19697
13 H 0.26487 -3.58672 3.47688
14 H -1.34302 -1.84788 1.58665
15 H -2.22072 -3.04171 2.50998
16 H -1.84320 -4.32965 0.71337
17 H -0.33691 -4.69141 1.54420
18 H -0.69790 -2.73945 -0.62769
19 H 0.17250 -4.13618 -0.65792
20 N 2.36321 -0.38061 -2.89790
21 C 2.68913 -0.62641 -1.61415
22 O 2.79551 -1.75999 -1.16421
23 C 2.84416 0.57452 -0.74644
24 C 1.92491 1.53322 -0.86500
25 N 1.14490 2.42194 -1.01181
26 C 3.56381 0.46320 0.47486
27 N 4.14283 0.37757 1.46566
28 H 2.15937 -1.16417 -3.49466
29 H 2.44527 0.53685 -3.29789
30 O -1.27126 -0.99055 -1.34644
31 C -0.70051 -0.07128 -0.74721
32 O 0.16315 -0.14640 0.17369
33 C -1.05962 1.35300 -1.14381
34 C -0.26482 2.46695 -0.52343
35 C -0.82991 3.81007 -0.83365
36 C -1.83858 4.03132 -1.69492
37 C -2.43816 2.91382 -2.31672
38 C -2.06849 1.59656 -2.02261
39 N -3.51792 3.15754 -3.26854
40 O -3.84389 4.31452 -3.46028
41 O -4.01769 2.19082 -3.80835
42 N -0.21967 4.94479 -0.14401
43 O -0.55687 6.06491 -0.46629
44 O 0.59249 4.67541 0.72186
45 H -0.20454 2.30783 0.55589
46 H -2.19107 5.03099 -1.89821
47 H -2.59068 0.76145 -2.46703

Computed properties:
Total charge: 0
Highest occupied orbital energy (spin up / spin down) (eV): -8.172 / -8.168
Expectation value of S²: 0.792
Multiplicity: 2

---

Entry 6:
ORCA calculation (ωB97M-V/def2-TZVPD) on a structure of composition C28H38N4P2Tc at a distorted geometry.

Positions of all 73 atoms, in Å:
1 Tc 0.74455 1.87168 -4.34290
2 C -1.23084 2.13055 -5.78733
3 C -0.53703 0.90897 -5.80491
4 C 0.30696 0.51896 -7.01478
5 C 1.50445 1.45868 -7.25090
6 C 1.94223 2.13446 -5.95389
7 C 1.33479 3.39661 -5.45226
8 C 0.27166 4.12602 -6.25265
9 C -0.95169 3.26834 -6.70290
10 C 0.85186 2.59713 -2.33804
11 H -2.10176 2.20070 -5.14096
12 H -1.08503 0.07138 -5.37852
13 H -0.31545 0.47757 -7.91484
14 H 0.69873 -0.49446 -6.88330
15 H 2.35908 0.87778 -7.64294
16 H 1.26567 2.13974 -8.07844
17 H 3.03330 2.05007 -5.83928
18 H 2.03085 4.08006 -4.94678
19 H 0.74654 4.60252 -7.11318
20 H -0.10336 4.94845 -5.63649
21 H -1.83922 3.92442 -6.73210
22 H -0.75098 2.97683 -7.74838
23 H 0.09306 3.38974 -2.23668
24 H 1.83293 3.06643 -2.20064
25 H 0.70114 1.84184 -1.54705
26 P 1.65109 -0.46065 -3.02146
27 P -2.44322 -1.15418 -2.25138
28 N 3.52151 -0.36900 -3.77087
29 N 2.21534 -1.21341 -1.59273
30 N -3.77305 0.06212 -3.12670
31 N -3.31746 -2.29762 -1.38947
32 C 0.37984 -1.64388 -3.79368
33 C -1.07987 -1.99202 -3.28685
34 C 4.38064 0.71137 -3.54993
35 C 5.70454 0.35747 -3.81641
36 C 5.67244 -1.00276 -4.25299
37 C 4.32732 -1.39903 -4.24031
38 C 3.13900 -0.73738 -0.64707
39 C 3.51996 -1.78458 0.16423
40 C 2.84974 -2.95902 -0.30213
41 C 2.05491 -2.58787 -1.36297
42 C -3.87616 1.45531 -3.12420
43 C -5.06550 1.84186 -3.75847
44 C -5.71025 0.65556 -4.20710
45 C -4.89265 -0.40482 -3.80799
46 C -4.38357 -3.11888 -1.79448
47 C -4.66455 -3.99717 -0.76074
48 C -3.73629 -3.72484 0.30195
49 C -2.92038 -2.68632 -0.10186
50 H 1.00180 -2.54113 -3.86030
51 H 0.29332 -1.31187 -4.83961
52 H -1.64469 -2.13689 -4.21826
53 H -0.97283 -2.98484 -2.84013
54 H 4.00910 1.67949 -3.23857
55 H 6.58784 0.98739 -3.69793
56 H 6.53846 -1.60870 -4.52755
57 H 3.88085 -2.33294 -4.57373
58 H 3.40928 0.29986 -0.65892
59 H 4.19034 -1.73790 0.99994
60 H 2.95607 -3.95389 0.08617
61 H 1.37620 -3.14527 -1.97494
62 H -3.12284 2.09503 -2.67757
63 H -5.46621 2.83769 -3.89549
64 H -6.63571 0.56498 -4.75848
65 H -5.00193 -1.46410 -3.94593
66 H -4.84161 -2.99118 -2.76104
67 H -5.44096 -4.74434 -0.73536
68 H -3.66066 -4.20327 1.26286
69 H -2.08956 -2.15477 0.33892
70 C -1.74775 -0.00651 -1.07146
71 H -0.92541 -0.46956 -0.50336
72 H -2.54126 0.30790 -0.37128
73 H -1.36227 0.87729 -1.60889

Computed properties:
Total charge: +2
Highest occupied orbital energy (spin up / spin down) (eV): -12.775 / -12.778
Expectation value of S²: 3.775
Multiplicity: 4

---

| no. | calculated total energy (eV) |
| --- | --- |
| 1 | -17253.7029 |
| 2 | -35175.3553 |
| 3 | -15785.4766 |
| 4 | -11408.0158 |
| 5 | -85227.8235 |
| 6 | -56365.9863 |